66
Properties=species:S:1:pos:R:3:forces:R:3 method="wB97M-V/def2-TZVPD" multiplicity=1 smiles="C#CP(I)CCCCS(=O)(=O)Cl.CCOS(C)(=O)=O.CCOS(C)(=O)=O.CCOS(C)(=O)=O" total_charge=0 e_above_lowest_kcal_mol=129.49 homo_lumo_gap_ev=7.5
C -2.9162 -0.2759 4.4803 1.43 -1.49 -9.47
C -2.9025 -0.5649 3.0825 1.09 1.65 9.78
P -2.6546 -1.0734 1.2174 -1.06 1.63 1.35
I -2.7249 -3.5282 1.2530 0.44 0.17 0.28
C -0.9386 -0.3704 0.7755 1.59 0.58 0.63
C 0.0261 -1.3593 -0.1026 1.37 1.13 -0.56
C 1.4432 -1.6135 0.7383 -0.62 -0.30 -0.41
C 1.2025 -2.8925 1.7357 -0.70 0.45 -1.42
S 2.7926 -3.9367 1.7202 2.44 0.26 7.15
O 3.9204 -2.9950 2.2679 -4.02 -3.37 -2.78
O 2.5289 -5.1676 2.6474 0.77 3.90 -4.18
Cl 3.3280 -4.5093 -0.2419 -0.67 0.32 1.06
H -2.5374 0.1012 5.5475 -1.35 -1.08 -2.94
H -0.3772 -0.0719 1.7764 -1.15 -0.67 -2.07
H -1.1164 0.6558 0.1935 0.06 -2.37 1.21
H -0.4656 -2.3581 -0.4598 0.87 1.85 0.93
H 0.3608 -0.7839 -1.0919 -0.93 -1.16 2.12
H 1.7339 -0.6513 1.3445 -0.56 -2.00 -1.21
H 2.3083 -1.8283 -0.0392 -1.80 0.32 1.70
H 0.3683 -3.5814 1.2626 1.76 1.27 1.19
H 0.9362 -2.5828 2.8572 1.06 -1.08 -2.35
C 1.9784 3.9802 -3.4464 -0.25 -0.06 0.27
C 2.2385 3.4449 -4.8425 -0.10 1.30 0.22
O 2.2899 2.0248 -4.8548 -0.83 -1.39 -0.14
S 0.8937 1.1918 -4.7410 0.79 0.05 0.24
C 1.5462 -0.4052 -5.1564 0.15 0.05 -0.05
O 0.0032 1.6181 -5.7987 0.53 -0.12 0.99
O 0.4801 1.1615 -3.3529 -0.02 0.19 -1.23
H 0.9792 3.7038 -3.0979 0.11 0.08 -0.07
H 2.0500 5.0713 -3.4290 0.05 -0.13 -0.09
H 2.6963 3.5637 -2.7327 -0.02 0.10 -0.15
H 1.4905 3.8116 -5.5535 0.01 -0.19 0.05
H 3.2140 3.8057 -5.1858 -0.11 -0.42 -0.06
H 1.8957 -0.3886 -6.1896 -0.05 0.06 0.15
H 0.7417 -1.1353 -5.0429 0.01 0.23 0.02
H 2.3619 -0.6433 -4.4710 -0.13 0.11 -0.08
C -5.8887 4.9754 -3.8364 -0.17 0.20 -0.27
C -4.5028 4.4510 -3.5085 -0.57 0.67 0.70
O -3.9896 3.6429 -4.5587 0.68 -0.05 -1.08
S -3.4483 4.3722 -5.9121 -0.17 -0.55 -0.08
C -2.6555 2.9574 -6.6323 -0.08 -0.03 0.26
O -2.4338 5.3391 -5.5526 -0.98 -0.34 -0.19
O -4.5845 4.7213 -6.7404 0.97 0.15 0.79
H -5.8575 5.6727 -4.6784 0.01 -0.08 0.13
H -6.3174 5.5028 -2.9797 0.09 -0.11 -0.01
H -6.5553 4.1550 -4.1209 0.11 0.08 0.12
H -3.8133 5.2700 -3.2776 0.03 -0.11 -0.16
H -4.5636 3.8192 -2.6159 0.23 -0.13 -0.33
H -1.8180 2.6592 -6.0003 -0.23 0.10 -0.13
H -2.2961 3.2436 -7.6233 -0.11 0.13 0.18
H -3.3852 2.1503 -6.7216 0.04 0.18 0.04
C 2.4355 -2.5116 9.3663 -0.36 0.03 0.10
C 3.2552 -2.7209 8.1063 0.17 0.90 0.68
O 2.8545 -3.8948 7.4130 -0.82 -0.49 -0.93
S 1.4640 -3.8637 6.5633 0.28 -0.64 0.24
C 1.6938 -5.3931 5.6934 0.24 0.00 0.13
O 1.5181 -2.7759 5.6108 -0.27 -0.37 0.83
O 0.3537 -4.0295 7.4792 0.80 0.59 -0.82
H 1.3898 -2.2995 9.1257 0.14 -0.01 0.03
H 2.8235 -1.6703 9.9471 0.06 -0.10 -0.09
H 2.4475 -3.4116 9.9893 0.08 0.14 -0.08
H 3.2030 -1.8461 7.4494 -0.07 -0.18 -0.06
H 4.3064 -2.8535 8.3839 -0.18 -0.25 -0.29
H 2.5500 -5.2964 5.0245 -0.15 0.04 0.08
H 0.7867 -5.5900 5.1175 0.10 0.19 0.11
H 1.8526 -6.1927 6.4194 -0.05 0.19 -0.02

---

68
Properties=species:S:1:pos:R:3:forces:R:3 method="wB97M-V/def2-TZVPD" multiplicity=1 total_charge=+1 e_above_lowest_kcal_mol=0.00 homo_lumo_gap_ev=8.6
C -1.6726 -2.6033 2.2881 0.39 0.69 1.39
C -1.8341 -1.2945 1.3771 -0.23 -0.87 -0.11
I -3.5757 -0.2125 2.2295 0.79 -0.20 -0.24
C -2.1982 -1.5756 -0.1709 -0.36 1.32 0.05
I -3.2591 -3.5021 -0.4426 0.42 1.01 0.08
C -1.0272 -1.3237 -1.2217 0.02 -0.06 -0.14
C 0.3636 -2.0722 -0.9995 1.20 -0.29 -0.28
C 0.3063 -3.6695 -0.9609 -0.15 -4.88 -0.07
C 0.8471 -4.5566 0.2037 -0.77 -0.05 -1.26
C 0.8192 -6.0961 0.2562 -1.07 2.24 -2.69
N 0.3055 -6.8428 -0.8357 0.10 4.30 0.35
C -0.1906 -6.0775 -1.9210 0.06 1.61 -0.16
C -0.2685 -4.5551 -2.1361 1.96 -0.65 3.69
C 1.2628 -1.4875 0.2303 -0.71 -2.33 0.78
N 1.3117 0.0146 0.2706 0.60 0.40 -0.44
C 0.7304 0.7068 -0.9247 -0.38 2.06 -2.41
C 0.8702 2.2986 -0.7187 0.41 4.02 0.77
C -0.2066 3.1303 0.0468 2.90 1.24 -1.19
C -0.0599 4.6716 0.2801 2.34 -1.73 -1.46
C 1.1693 5.4633 -0.2204 -0.11 -4.75 -1.08
C 2.2614 4.6395 -0.9945 -2.77 -1.45 1.31
C 2.1166 3.1059 -1.2397 -2.28 1.72 1.78
C -0.7729 0.2885 -1.2830 -0.53 -0.14 -0.65
C -1.2249 0.7876 -2.7580 -0.68 1.59 -3.45
C -2.7425 0.7986 -3.1761 1.66 0.93 -2.33
C -3.2180 1.2339 -4.6016 4.10 0.18 0.93
C -2.1517 1.7066 -5.6491 1.09 -0.99 3.16
C -0.6515 1.7422 -5.2711 -2.68 -1.38 2.58
C -0.2067 1.2789 -3.8365 -2.97 -0.09 -0.99
H -1.2609 -2.2478 3.3126 -0.64 -0.52 -1.59
H -2.6916 -3.0873 2.5379 1.76 0.76 -0.78
H -0.9256 -3.3740 1.9019 -1.17 1.03 0.15
H -0.9665 -0.5380 1.4920 -1.44 -1.37 -0.23
H -3.0215 -0.8026 -0.4281 1.41 -1.50 0.17
H -1.4130 -1.6231 -2.2702 0.59 0.35 1.82
H 1.0060 -1.8304 -1.9367 -1.15 -0.42 1.35
H 1.2924 -4.0136 1.1170 -0.73 -1.05 -1.54
H 1.2204 -6.6856 1.1608 -0.71 1.18 -1.66
H -0.5966 -6.7008 -2.8047 0.75 1.01 1.70
H -0.6940 -4.0717 -3.0902 0.71 -1.09 1.70
H 0.8521 -1.8250 1.2581 0.60 0.48 -1.79
H 2.3321 -1.9034 0.1719 -1.64 0.76 -0.09
H 2.3237 0.2767 0.2993 -0.95 0.14 0.42
H 0.8997 0.4414 1.1229 0.39 -0.48 -0.41
H 1.3939 0.4162 -1.8253 -0.96 0.43 1.56
H -1.1236 2.5913 0.4626 1.37 1.03 -0.64
H -0.9024 5.1709 0.8588 1.36 -0.65 -0.94
H 1.3389 6.5795 -0.0960 -0.52 -1.74 -0.03
H 3.1888 5.2128 -1.3617 -1.63 -1.24 0.55
H 2.9574 2.5742 -1.7976 -1.35 0.78 0.82
H -1.4843 0.7729 -0.5312 0.99 -0.57 -0.99
H -3.5769 0.4867 -2.4478 1.62 0.49 -1.11
H -4.3298 1.2340 -4.8907 2.00 -0.06 0.66
H -2.4811 2.0195 -6.7012 0.55 -0.52 1.85
H 0.1509 2.0784 -6.0253 -1.52 -0.61 1.40
H 0.9241 1.3096 -3.6449 -1.99 -0.03 -0.17
C 0.2688 2.3627 4.5527 -0.09 0.03 0.09
C 1.2238 1.5166 5.3891 -0.42 0.03 -0.08
C 2.6880 1.6838 4.9737 -0.09 -0.35 -0.65
C 2.8638 1.2612 3.5437 0.64 -0.67 -2.56
N 3.0022 0.9291 2.4182 -0.62 0.96 3.57
H 0.2906 2.0731 3.4981 0.05 0.06 0.01
H -0.7582 2.2338 4.9027 0.10 0.04 -0.03
H 0.5215 3.4248 4.6231 -0.04 -0.09 -0.06
H 0.9324 0.4645 5.3046 0.13 0.06 0.09
H 1.1180 1.7959 6.4409 0.16 -0.07 -0.08
H 3.3320 1.0700 5.6086 0.07 0.03 -0.22
H 3.0015 2.7259 5.0799 0.03 -0.10 -0.17

---

15
Properties=species:S:1:pos:R:3:forces:R:3 method="wB97M-V/def2-TZVPD" multiplicity=1 total_charge=0 e_above_lowest_kcal_mol=170.44 homo_lumo_gap_ev=9.4
C -1.6422 -0.6689 -0.3982 -3.05 -1.51 2.96
C -0.3633 0.0084 -0.4773 0.86 -0.80 -3.48
C -0.0113 1.4769 -0.2395 0.30 0.85 -1.14
C 1.6407 -0.1370 0.7385 1.05 -2.39 -1.39
H -1.2634 0.1214 1.2375 -4.50 -2.56 0.44
H -1.4101 -1.6810 -0.1942 0.76 -1.64 -1.22
H -2.4670 -0.6501 -1.1031 0.67 0.65 -0.92
H 0.1852 -0.8037 -1.2581 -0.55 3.41 1.83
H 0.8552 1.7406 -0.9539 -1.09 -0.31 1.63
H -0.7015 2.5519 -0.0296 1.83 -4.00 -0.02
H 2.3493 0.4620 1.4602 -1.10 -1.23 -1.85
H 2.9486 -1.0329 -0.3647 -2.80 -1.43 1.42
N 0.3044 0.2847 0.7712 -0.76 2.02 -1.19
N 1.8553 -1.1897 -0.0842 4.11 4.69 1.67
O -2.2798 -0.4825 0.8953 4.27 4.24 1.26

---

Number 1: LUMO -1.3 eV, E_HOMO -8.786 eV. Number 2: LUMO -2.6 eV, E_HOMO -11.201 eV. Number 3: LUMO 0.4 eV, E_HOMO -8.997 eV.